Record 1
This record from the Open Molecules 2025 dataset describes C2ClF4N in the gas phase. The level of theory is the ωB97M-V functional and the def2-TZVPD basis.

Properties
* SMILES: F/C(Cl)=N/C(F)(F)F
* DFT total energy: -990.5602 a.u.
* molar mass: 149.5 g/mol
* energy above the lowest of the compared OMol25 structures with the same formula, charge and spin: 1.669 eV
* maximum force: 10.537 eV Å⁻¹
* HOMO level: -0.398 Ha

Last column: natural (NBO) charge in e.
CARTESIAN COORDINATES (ANGSTROEM)
C  1.38788  0.39215  0.03151  0.575
Cl  2.04180  -1.11960  0.00335  0.161
F  2.12571  1.40395  0.02722  -0.241
F  -1.96525  0.07799  -1.03177  -0.309
C  -1.06571  -0.15273  -0.06073  1.033
F  -0.62260  -1.41512  -0.06831  -0.327
N  -0.08114  0.82732  0.00178  -0.545
F  -1.82069  -0.01397  1.09695  -0.346

***

Record 2
This record from the Open Molecules 2025 dataset describes a molecular structure, C3H2O2Zn. The level of theory is the ωB97M-V functional and the def2-TZVPD basis.

Properties
* DFT total energy: -2044.8002 a.u.
* net charge: +1
* molar mass: 135.4 g/mol
* energy above the lowest of the compared OMol25 structures with the same formula, charge and spin: 2.765 eV
* maximum force: 1.243 eV Å⁻¹
* HOMO level (spin up / spin down): -0.419 / -0.413 Ha
* spin multiplicity: 2

Last column: natural (NBO) charge in e.
CARTESIAN COORDINATES (ANGSTROEM)
C  -2.97731  1.43505  0.85945  0.073
C  -2.54942  1.73939  -0.29244  0.015
H  -2.18874  2.27332  -1.15995  0.244
Zn  3.08496  -0.04002  -0.57587  0.954
C  -0.15904  -0.66690  -0.42378  0.739
O  -2.77028  0.24311  -0.03809  -0.555
O  0.96746  -0.54930  -0.53836  -0.723
H  -3.30192  1.50708  1.88879  0.252

***

Record 3
This record from the Open Molecules 2025 dataset describes a molecular structure, C45H54F6N3O3Sr. The level of theory is the ωB97M-V functional and the def2-TZVPD basis.

Properties
* DFT total energy: -2767.2792 a.u.
* net charge: -1
* molar mass: 886.6 g/mol
* maximum force: 3.361 eV Å⁻¹
* HOMO level: -0.193 Ha

Last column: Löwdin charge in e.
CARTESIAN COORDINATES (ANGSTROEM)
C  -2.03211  -4.48711  -2.98511  -0.071
H  -2.48071  -5.91485  1.28040  0.083
H  3.36555  -1.91399  4.06144  0.068
C  -1.03881  -3.74733  -3.88792  -0.358
H  -1.71840  1.14328  0.04913  0.039
C  3.07699  1.48544  3.76196  -0.564
N  0.46583  2.31118  0.63902  -0.035
H  3.86509  -4.23028  0.64437  0.077
F  0.64294  0.85511  4.94729  0.155
Sr  0.67893  -0.03244  0.71768  1.565
H  -2.44405  3.18889  -2.65873  0.071
H  -1.12142  1.18387  -2.46135  0.105
C  -2.76284  2.31964  -3.23725  -0.086
H  -2.20628  -3.88688  -2.09343  0.047
H  0.15676  6.42115  2.63804  0.105
H  -1.65072  -5.46979  -2.68997  0.078
H  4.30014  -0.58052  4.75225  0.090
H  -2.63089  -3.18234  2.62508  0.123
C  -3.09552  -3.27810  0.53798  -0.064
H  -2.36540  -5.59496  3.01529  0.077
C  -1.64405  3.68869  3.36293  -0.063
H  0.70991  -4.82662  -3.24800  0.078
C  -1.70289  0.29322  2.78562  -0.059
C  1.49973  -0.16100  4.79460  -0.544
H  -0.96367  2.30232  -5.28480  0.081
H  -4.15362  -3.13433  0.76340  0.082
H  3.94164  -3.82696  2.36798  0.078
H  -4.15222  -1.32401  -6.24613  0.090
C  3.24945  0.20154  -2.90295  0.006
C  1.79697  2.40862  0.43318  -0.549
H  -0.73449  -4.27766  -0.43685  0.090
C  -0.08054  -3.46086  2.76458  -0.034
C  -2.66047  -2.40255  -5.14633  -0.071
C  -2.35932  -3.80862  1.76936  -0.387
C  3.71732  -0.89907  3.89185  0.013
H  -1.62648  0.39036  3.86639  0.086
C  -2.80308  -5.24315  2.07946  -0.064
H  -3.06551  1.88717  2.66801  0.121
C  1.96270  0.01858  -2.40972  -0.168
F  2.09038  -0.35142  5.99071  0.137
C  -3.35848  -1.26963  -5.51055  -0.100
H  -3.54571  0.83836  -5.21313  0.098
H  -0.99862  -4.28507  -4.84064  0.127
C  4.11098  1.05027  -2.22932  -0.036
H  0.68262  6.67323  -1.14461  0.073
H  1.06152  -3.20717  -3.89387  0.073
O  1.91999  -0.17772  2.42744  -0.413
H  0.36771  -3.37566  -2.28164  0.041
H  1.34969  4.46793  -0.26975  0.114
O  2.62000  3.13299  0.99091  0.003
H  -0.24018  6.99172  0.33112  0.070
C  -1.09425  4.94498  3.54091  -0.091
H  -2.90882  -3.35299  -5.61033  0.105
H  1.86373  -3.19294  3.59199  0.094
C  -1.58494  1.36428  -3.43153  -0.370
H  -2.99385  -4.62287  -3.48288  0.074
C  2.52339  0.03702  3.62608  -0.457
C  0.25295  4.57924  1.56148  -0.130
H  5.12503  1.19497  -2.58211  0.106
C  -2.55897  1.42052  0.68179  -0.063
C  0.36503  -3.78893  -3.29015  -0.075
C  -1.99189  0.01317  -3.99171  -0.130
C  -0.14258  3.22237  1.52049  -0.156
H  -0.57226  -3.23544  3.70458  0.115
C  1.04487  5.23305  0.43967  -0.373
H  2.89314  6.29860  0.07876  0.077
H  -3.14437  2.68585  -4.19423  0.064
F  0.74841  -1.25718  4.57960  0.126
O  1.24366  -0.78081  -4.47785  -0.029
H  -2.95793  2.35201  0.28290  0.090
H  0.29738  1.32597  -4.52801  0.061
H  -0.72993  5.67887  -0.74562  0.077
H  -3.32718  0.64841  0.59368  0.081
H  -0.72447  -0.01064  2.43901  -0.013
C  0.13182  6.20236  -0.32598  -0.063
C  3.64954  1.75467  -1.12660  0.011
H  -2.41355  -0.50476  2.55346  0.081
C  -3.01672  -0.06186  -4.92175  -0.054
H  -2.44493  3.36215  4.01896  0.106
F  4.10019  1.66293  2.91746  0.154
C  -0.18089  -4.02686  0.45487  -0.024
F  2.17012  2.42466  3.53954  0.178
C  3.47273  -3.56987  1.41801  -0.043
C  1.20596  -3.98055  0.38765  -0.039
N  1.55375  0.63883  -1.30145  -0.040
C  -1.62705  -2.37746  -4.20651  -0.133
N  -0.21988  -0.96586  -2.68976  0.100
H  -3.03108  -3.98488  -0.29062  0.056
H  -1.41205  5.58125  4.35753  0.093
H  4.34651  -0.88738  3.00381  0.092
F  3.57097  1.70986  5.01024  0.127
H  4.24903  2.47861  -0.59507  0.120
H  -3.58530  1.83346  -2.70795  0.078
H  -2.68306  -2.32521  0.19987  0.080
H  3.51901  -0.29957  -3.82079  0.114
C  2.35147  1.52820  -0.69790  -0.228
C  -2.14875  1.61185  2.14219  -0.358
C  1.97266  -3.67111  1.50662  -0.274
H  3.77163  -2.54780  1.17189  0.077
H  -0.11559  2.91410  -3.85005  0.077
C  -0.19852  5.39786  2.58880  -0.050
C  1.30358  -3.42925  2.69966  -0.050
C  0.92601  -0.68810  -3.27177  -0.561
C  -1.23234  2.82974  2.34506  -0.122
C  -0.52229  2.01616  -4.32497  -0.046
C  2.29685  5.96187  0.93037  -0.069
H  -3.89102  -5.30395  2.16129  0.075
H  2.90730  5.29972  1.54180  0.071
C  -1.27451  -1.15372  -3.61391  -0.162
H  2.02784  6.84415  1.51724  0.068
H  1.69861  -4.18529  -0.55686  0.108
C  -0.85053  -3.74990  1.64367  -0.214

***

Record 4
This record from the Open Molecules 2025 dataset describes 8 unconnected molecules or ions with the total composition C39H43F5O3. The level of theory is the ωB97M-V functional and the def2-TZVPD basis.

Properties
* SMILES: Fc1ccccc1.Fc1ccccc1.Fc1ccccc1.Fc1ccccc1.Fc1ccccc1.CC(C)=O.CC(C)=O.CC(C)=O
* DFT total energy: -2236.7962 a.u.
* molar mass: 654.8 g/mol
* energy above the lowest of the compared OMol25 structures with the same formula, charge and spin: 2.473 eV
* maximum force: 3.779 eV Å⁻¹
* HOMO level: -0.343 Ha

Last column: Löwdin charge in e.
CARTESIAN COORDINATES (ANGSTROEM)
H  -7.33652  -2.87703  -3.93562  0.104
C  6.16158  1.31112  -7.83355  -0.487
C  4.38429  5.18689  6.80215  -0.282
H  -9.11535  -3.29714  -2.43534  0.117
C  6.97849  1.88579  -6.69342  -0.020
H  6.00481  3.01630  -9.22612  0.079
H  2.99387  6.76499  6.53591  0.117
H  -7.38358  -3.82332  7.43187  0.078
H  0.03253  0.05005  0.20055  0.082
H  6.15666  3.95843  7.09191  0.111
H  0.72388  -4.74483  -9.03694  0.106
H  -1.51917  -8.22894  -9.97175  0.112
C  6.34764  1.98176  -9.20901  -0.040
C  1.62915  -7.58482  -10.71816  -0.282
C  0.43414  -8.18583  -10.70816  -0.044
C  9.21923  -0.35272  4.06279  -0.010
C  9.97240  0.81929  3.97819  -0.276
C  6.42546  5.81071  7.99052  -0.072
C  -5.05158  5.00814  7.35978  -0.098
F  -11.70666  -3.29216  -2.92730  0.069
C  3.93503  6.45531  6.96569  -0.032
H  5.98487  1.51291  -10.12370  0.075
C  -0.99558  0.04626  -0.16148  -0.019
F  3.71631  4.36704  5.97787  0.070
H  -4.25769  -1.48243  6.97494  0.088
H  0.46121  -1.27370  -2.74249  0.092
C  8.70248  1.49456  1.99783  -0.111
O  5.27271  0.49891  -7.78983  0.067
H  7.40454  1.91602  -9.46738  0.070
C  -8.71735  -2.57036  -5.64692  -0.097
C  1.75522  -6.28737  -10.13532  0.002
C  -10.70712  -3.04654  -3.78984  -0.319
C  -0.63734  -7.61503  -10.08079  -0.104
H  -10.31782  -2.09126  -7.01496  0.098
H  -3.19642  -2.63576  7.92400  0.087
H  6.35815  7.78469  8.89163  0.098
C  0.64012  -5.67254  -9.58351  -0.075
O  -1.52224  -2.06583  -1.07800  0.041
C  -6.43660  -3.56103  6.96015  -0.049
H  2.73405  -5.83149  -10.15704  0.110
H  7.92344  1.35491  -6.80897  0.088
O  -5.46077  -3.43924  9.04629  0.040
H  -3.88002  -2.95676  6.28355  0.080
C  -11.04820  -2.83290  -5.09328  -0.013
C  -8.34431  -2.80774  -4.31768  -0.063
C  -0.41089  -0.62639  -2.64987  -0.023
H  -3.37455  5.95631  6.61489  0.107
H  -12.03028  -2.93905  -5.52991  0.114
C  -4.20323  5.30515  6.37888  -0.116
H  8.67276  2.14204  1.13395  0.108
F  2.72465  -8.20964  -11.18988  0.063
H  -6.87301  3.85695  7.81668  0.103
H  9.38480  -1.12051  4.80406  0.106
C  -10.06429  -2.38230  -6.00629  -0.061
H  -3.84792  5.23827  4.21781  0.109
H  -1.46566  -5.96328  -9.16937  0.105
C  -4.05522  -2.51375  7.26393  -0.019
H  -4.80537  5.18441  8.39647  0.104
H  0.42834  -9.19911  -11.08183  0.124
C  5.83066  7.07452  8.27210  -0.097
C  -9.41112  -3.04012  -3.44176  -0.042
H  -0.26509  0.45357  -2.67264  0.073
C  -0.94222  -1.01424  -1.29238  -0.490
H  7.06190  2.97242  -6.71243  0.085
H  7.10848  0.11959  1.39699  0.097
H  -7.92128  -2.44169  -6.36533  0.093
C  -6.53311  3.86032  5.79667  -0.041
C  4.59057  7.36386  7.78536  -0.097
H  -1.56975  -0.49065  0.59359  0.076
H  10.27124  2.59046  2.89371  0.114
H  7.60090  -1.45481  3.30681  0.094
C  5.65330  4.88207  7.33667  -0.025
F  10.93675  1.14506  4.84385  0.071
H  -6.23481  -4.49085  6.42835  0.080
H  -1.45810  0.93720  -0.58622  0.082
C  -6.16287  4.15894  7.06111  -0.079
C  -4.45892  4.91784  5.04871  0.005
H  7.46122  5.60612  8.21801  0.103
H  6.53009  1.56586  -5.75285  0.081
C  -5.28536  -3.15210  7.85508  -0.459
C  -0.55047  -6.37939  -9.56392  -0.116
F  -5.90006  3.75043  3.51041  0.034
H  -1.15018  -0.79311  -3.43329  0.086
H  -6.82416  -2.99998  6.10978  0.074
C  8.13129  -0.52690  3.15169  -0.067
C  9.61246  1.73807  2.97012  -0.039
C  -5.63769  4.18084  4.78397  -0.247
H  4.26205  8.36333  8.02932  0.106
H  -7.43981  3.32744  5.55108  0.120
C  7.89601  0.37947  2.08884  -0.088

***

Record 5
This record from the Open Molecules 2025 dataset describes 2 unconnected molecules or ions with the total composition C2HFO3. The level of theory is the ωB97M-V functional and the def2-TZVPD basis.

Properties
* SMILES: O=C=O.O=CF
* DFT total energy: -402.4226 a.u.
* molar mass: 92.0 g/mol
* energy above the lowest of the compared OMol25 structures with the same formula, charge and spin: 0.261 eV
* maximum force: 4.388 eV Å⁻¹
* HOMO level: -0.449 Ha

Last column: natural (NBO) charge in e.
CARTESIAN COORDINATES (ANGSTROEM)
F  1.32919  0.78588  1.12498  -0.353
O  1.17859  -1.78902  -1.83202  -0.507
O  0.20163  -2.19870  0.16728  -0.511
O  0.22508  0.95278  -0.88822  -0.508
H  -0.56085  1.58596  0.92923  0.135
C  0.79048  -2.03554  -0.77784  1.018
C  0.27046  1.16583  0.30055  0.726

***

Record 6
This record from the Open Molecules 2025 dataset describes 2 unconnected molecules or ions with the total composition C5H11O2S. The level of theory is the ωB97M-V functional and the def2-TZVPD basis.

Properties
* DFT total energy: -745.8435 a.u.
* net charge: -1
* molar mass: 135.2 g/mol
* energy above the lowest of the compared OMol25 structures with the same formula, charge and spin: 0.003 eV
* maximum force: 0.636 eV Å⁻¹
* HOMO level: -0.157 Ha

Last column: natural (NBO) charge in e.
CARTESIAN COORDINATES (ANGSTROEM)
H  1.31949  -3.72837  -0.61129  0.199
H  -0.97908  0.16725  0.06683  0.267
H  1.29444  1.68503  1.42381  0.207
C  -1.54524  0.97169  0.51934  -0.526
O  1.15883  -1.46927  1.02143  -0.787
C  -2.93955  1.09995  -0.08364  -0.611
H  2.37250  -2.79700  -1.69896  0.198
O  1.05424  -0.78309  -1.11179  -0.809
C  1.09385  1.94384  0.38133  -0.750
C  2.03689  -2.90103  -0.66353  -0.728
H  -1.58722  0.81082  1.59985  0.195
H  1.27905  1.05657  -0.25138  0.293
H  -2.86023  1.19742  -1.16953  0.208
C  1.35992  -1.60692  -0.20304  0.759
H  2.87842  -3.15293  -0.01307  0.197
H  -3.53455  0.21121  0.14143  0.199
H  1.69763  2.81201  0.10852  0.195
H  -3.47083  1.96807  0.31691  0.191
S  -0.62857  2.51475  0.22677  0.102

***

Q: Which of these has the highest molar mass?
A: C45H54F6N3O3Sr